Arrangement 1

The following is a quantum chemistry calculation of 2 unconnected molecules or ions with the total composition C2H3Cl2FS, from the OMol25 dataset.

Geometry as XYZ:
```
9
C2H3Cl2FS (wB97M-V/def2-TZVPD)
C 2.09 -0.68 -0.70
C -3.23 1.78 1.25
F -2.45 2.30 0.28
S 1.13 -0.87 0.88
Cl -0.69 -0.70 0.10
Cl -3.61 0.19 0.90
H 1.78 0.26 -1.08
H 1.90 -1.55 -1.29
H 3.07 -0.74 -0.33
```

Calculated values
- E_HOMO (eV) = -8.98
- LUMO (eV) = -0.48

Arrangement 2

The following is a quantum chemistry calculation of a single C2H3Cl2FS molecule, from the OMol25 dataset.

Geometry as XYZ:
```
9
C2H3Cl2FS (wB97M-V/def2-TZVPD)
C -0.17 0.01 -0.13
S -0.78 1.15 -1.44
C -0.09 3.01 -0.39
F -0.24 2.89 0.95
Cl -1.02 4.33 -0.94
Cl 1.67 3.18 -0.86
H -0.92 -0.80 -0.01
H -0.16 0.50 0.93
H 0.80 -0.38 -0.50
```

Calculated values
- SMILES = CSC(F)(Cl)Cl
- E_HOMO (eV) = -9.30
- LUMO (eV) = -0.43

arrangement 2 is favored, and the nearest alternative lies 1.652 eV above it.

Arrangement 1

The following is a quantum chemistry calculation of 2 unconnected molecules or ions with the total composition C6H13NS, from the OMol25 dataset.

Geometry as XYZ:
```
21
C6H13NS (wB97M-V/def2-TZVPD)
C -1.78 0.79 -2.45
C 0.08 0.70 1.47
C 2.09 -0.72 0.33
C -1.09 0.91 2.37
C 2.98 -1.89 0.17
C -2.92 0.80 -1.11
N -0.66 0.05 -2.37
S 0.83 -0.78 1.43
H -2.11 1.19 -3.39
H 0.52 1.53 0.94
H 2.37 0.23 -0.09
H -0.83 1.55 3.22
H -1.45 -0.04 2.75
H -1.90 1.41 1.83
H 3.14 -2.11 -0.89
H 3.97 -1.72 0.61
H 2.55 -2.77 0.64
H -3.59 1.63 -1.14
H -2.48 0.46 -0.20
H -0.29 -0.39 -3.20
H -0.47 -0.41 -1.49
```

Calculated values
- E_HOMO (alpha / beta) (eV) = -7.04 / -7.06
- LUMO (alpha / beta) (eV) = 0.44 / 0.48

Arrangement 2

The following is a quantum chemistry calculation of a single C6H13NS molecule, from the OMol25 dataset.

Geometry as XYZ:
```
21
C6H13NS (wB97M-V/def2-TZVPD)
C 1.57 -0.88 -2.18
C 1.32 -0.56 -0.55
C 0.59 0.78 -0.26
C -0.36 -0.04 0.53
C -1.72 0.09 -0.12
C -0.41 0.48 2.04
S -1.24 2.01 2.32
N 0.32 -1.27 0.35
H 1.93 0.26 -2.65
H 0.38 -1.30 -2.50
H 2.43 -1.79 -2.21
H 2.36 -0.74 -0.05
H 0.34 1.60 -0.89
H 1.15 1.41 0.45
H -1.45 -0.70 -0.93
H -1.99 1.20 -0.58
H -2.68 -0.46 0.42
H -0.72 -0.36 2.62
H 0.64 0.73 2.32
H -2.37 1.66 1.75
H -0.08 -2.12 0.14
```

Calculated values
- SMILES = C[C@H]1C[C@](C)(CS)N1
- E_HOMO (eV) = -8.60
- LUMO (eV) = 0.85

arrangement 2 is favored, and the nearest alternative lies 1.065 eV above it.

Arrangement 1

The following is a quantum chemistry calculation of a molecular structure, C3H6FN, from the OMol25 dataset.

Geometry as XYZ:
```
11
C3H6FN (wB97M-V/def2-TZVPD)
C -1.60 -4.05 -0.90
C -0.39 0.12 -1.09
C -0.87 -0.84 -0.32
N -0.71 -4.28 -0.23
F -2.59 -3.76 -1.63
H 1.51 1.25 1.18
H 0.67 0.18 -1.31
H -1.01 0.87 -1.53
H 1.79 0.84 1.78
H -0.24 -1.58 0.13
H -1.92 -0.90 -0.07
```

Calculated values
- E_HOMO (eV) = -10.31
- LUMO (eV) = 0.52

Arrangement 2

The following is a quantum chemistry calculation of a single C3H6FN molecule, from the OMol25 dataset.

Geometry as XYZ:
```
11
C3H6FN (wB97M-V/def2-TZVPD)
N -1.84 -0.50 -0.42
C -0.54 -0.14 0.35
C 0.66 0.85 -0.02
C 1.84 0.24 -0.10
F 1.94 -1.15 -0.10
H -2.37 -1.14 0.25
H -2.09 0.38 -0.75
H 0.21 -1.14 0.20
H -1.08 -0.07 1.34
H 0.57 2.06 -0.17
H 2.70 0.62 -0.57
```

Calculated values
- SMILES = NC/C=C\F
- E_HOMO (eV) = -8.82
- LUMO (eV) = 0.92

arrangement 1 is favored, and the nearest alternative lies 0.197 eV above it.

Arrangement 1

The following is a quantum chemistry calculation of 10 unconnected molecules or ions with the total composition C5H29NO10, from the OMol25 dataset.

Geometry as XYZ:
```
45
C5H29NO10 (wB97M-V/def2-TZVPD)
C -2.00 -3.83 -1.11
C -0.93 -3.06 -1.36
C 0.21 -3.00 -0.37
C 0.68 -1.52 -0.30
N 2.15 -1.36 -0.65
C 0.55 -0.97 1.15
O -0.32 0.14 1.20
H -2.86 -3.91 -1.76
H -2.23 -4.05 -0.08
H -0.70 -2.78 -2.38
H 1.12 -3.54 -0.64
H -0.12 -3.35 0.59
H 0.04 -0.80 -0.93
H 2.38 -1.70 -1.60
H 2.48 -0.31 -0.72
H 0.02 -1.73 1.79
H 1.54 -0.75 1.66
H -0.26 0.88 0.64
O -2.59 -1.13 1.72
H -3.20 -0.47 2.18
H -1.87 -0.45 1.48
O 1.51 3.60 -0.58
H 1.70 3.95 0.37
H 2.12 2.86 -0.76
O -0.69 2.15 -0.46
H -0.57 2.92 0.12
H -0.08 2.44 -1.16
O -2.04 -3.35 2.76
H -2.69 -3.36 2.04
H -1.88 -2.36 2.74
O 2.99 1.52 0.15
H 3.65 0.92 0.63
H 2.48 1.74 1.10
O 1.81 2.54 2.31
H 0.85 2.61 2.68
H 2.12 3.09 3.15
O -1.17 0.64 -4.49
H -0.28 0.32 -4.69
H -1.36 -0.15 -3.91
O -0.76 2.22 2.40
H -1.58 1.79 1.99
H -0.23 1.47 2.64
O 0.38 2.16 -3.01
H 0.52 2.97 -3.27
H -0.18 1.64 -3.52
```

Calculated values
- SMILES = C=CC[C@H](N)CO.O.O.O.O.O.O.O.O.O
- E_HOMO (eV) = -9.19
- LUMO (eV) = -0.09

Arrangement 2

The following is a quantum chemistry calculation of 10 unconnected molecules or ions with the total composition C5H29NO10, from the OMol25 dataset.

Geometry as XYZ:
```
45
C5H29NO10 (wB97M-V/def2-TZVPD)
C -1.50 1.42 0.66
C -0.33 0.56 1.11
C -0.66 -0.41 2.24
C 0.12 -0.25 -0.20
N -1.00 -0.97 -0.74
C 1.19 -1.27 0.16
O 2.35 -0.96 0.00
H -2.05 1.07 -0.17
H -2.05 1.52 1.65
H -1.32 2.49 0.53
H 0.40 1.26 1.44
H -0.88 -1.47 2.03
H -1.52 -0.03 2.85
H -0.03 -0.54 3.15
H 0.59 0.53 -0.84
H -0.84 -1.38 -1.63
H -1.56 -1.48 -0.09
H 0.88 -2.30 0.37
O -0.28 2.04 -3.01
H -1.21 2.01 -2.77
H 0.07 1.14 -2.90
O 2.44 2.18 0.80
H 2.48 1.41 0.24
H 2.28 2.87 0.11
O 1.74 2.89 -1.60
H 2.13 3.77 -1.91
H 0.82 2.79 -1.94
O 2.35 0.78 3.84
H 1.95 1.64 3.67
H 2.30 0.25 3.02
O 0.90 -0.40 -3.30
H 0.57 -0.63 -4.18
H 1.87 -0.15 -3.32
O -0.90 -3.00 4.01
H -0.28 -3.61 3.60
H -0.69 -2.11 3.73
O 3.17 0.41 -2.21
H 2.85 1.32 -2.05
H 2.97 -0.07 -1.36
O -3.59 -1.72 -3.08
H -3.94 -0.84 -3.28
H -3.18 -1.52 -2.20
O -2.79 -2.76 0.97
H -2.76 -3.69 0.70
H -3.07 -2.83 1.89
```

Calculated values
- SMILES = CC(C)[C@H](N)C=O.O.O.O.O.O.O.O.O.O
- E_HOMO (eV) = -9.44
- LUMO (eV) = 0.14

arrangement 2 is favored, and the nearest alternative lies 2.677 eV above it.

Arrangement 1

The following is a quantum chemistry calculation of 2 unconnected molecules or ions with the total composition C3H7O2S, from the OMol25 dataset.

Geometry as XYZ:
```
13
C3H7O2S (wB97M-V/def2-TZVPD)
O -1.03 -1.17 1.64
C -1.34 -0.04 1.39
C -0.33 0.84 0.69
C -0.35 0.17 -0.70
S 0.33 1.39 -2.03
H -2.44 0.12 1.39
H -0.54 1.89 0.73
H 0.70 0.86 1.14
H 0.23 -0.76 -0.56
H -1.40 0.05 -0.96
H 1.54 -1.98 0.06
H 1.17 -2.32 1.49
O 1.98 -2.08 0.98
```

Calculated values
- E_HOMO (eV) = -2.68
- charge = -1
- LUMO (eV) = 3.73

Arrangement 2

The following is a quantum chemistry calculation of a gas-phase ion, C3H7O2S (charge -1), from the OMol25 dataset.

Geometry as XYZ:
```
13
C3H7O2S (wB97M-V/def2-TZVPD)
C 1.53 0.41 -1.05
C 0.23 -0.45 -1.01
S -1.15 0.06 -0.10
C -0.56 -0.43 1.56
O -1.93 1.83 0.64
O -2.25 -0.87 -0.41
H 1.34 1.53 -1.30
H 2.27 -0.02 -1.69
H 2.05 0.17 -0.14
H -0.08 -0.58 -2.03
H -0.31 -1.55 1.46
H 0.23 0.15 1.92
H -1.36 -0.24 2.15
```

Calculated values
- SMILES = CC=[S@@](C)(=O)[O-]
- E_HOMO (alpha / beta) (eV) = -3.31 / -3.31
- charge = -1
- LUMO (alpha / beta) (eV) = 4.03 / 4.03

arrangement 1 is favored, and the nearest alternative lies 4.555 eV above it.